Here is C16H32Cu3O16S3 as an isolated structure at a distorted geometry from the Open Molecules 2025 dataset. Energies are from ωB97M-V/def2-TZVPD.

## Properties
* frontier orbital gap (spin up / spin down): 9.212 / 6.833 eV
* total charge: 0
* 2S+1: 4
* LUMO level (spin up / spin down): -0.08 / -2.30 eV
* HOMO energy (spin up / spin down): -9.29 / -9.13 eV
* max |F|: 3.56 eV/A

Positions of all 70 atoms, in Å:
Cu1 -3.232 -2.740 -1.443
Cu2 1.132 -0.909 -1.224
Cu3 -3.704 -0.031 1.989
S1 -5.511 -1.191 0.350
O1 -4.856 -1.756 1.555
O2 -6.907 -1.430 0.134
O3 -5.179 0.233 0.602
O4 -4.762 -1.670 -0.862
S2 -1.580 -0.774 0.514
O5 -0.256 -0.360 0.060
O6 -1.722 -0.904 1.982
O7 -2.534 0.279 0.211
O8 -1.907 -2.074 -0.111
S3 -1.244 -2.249 -3.254
O9 -1.641 -3.526 -2.668
O10 -0.092 -1.649 -2.525
O11 -0.889 -2.374 -4.631
O12 -2.443 -1.430 -3.010
C1 3.413 1.431 1.836
C2 4.506 1.323 0.758
C3 4.145 0.002 0.020
O13 2.761 -0.166 0.328
C4 2.616 0.122 1.722
H1 2.873 2.351 1.632
H2 3.843 1.459 2.839
H3 5.534 1.394 1.096
H4 4.270 2.096 0.024
H5 4.651 -0.808 0.559
H6 4.370 -0.005 -1.041
H7 2.898 -0.706 2.377
H8 1.550 0.225 1.936
C5 0.110 2.891 -3.205
C6 0.282 3.222 -1.734
C7 1.126 2.103 -1.189
O14 0.991 1.019 -2.113
C8 -0.048 1.382 -3.108
H9 0.989 3.167 -3.786
H10 -0.821 3.301 -3.591
H11 -0.671 3.205 -1.198
H12 0.708 4.205 -1.530
H13 0.836 1.807 -0.178
H14 2.193 2.360 -1.145
H15 -1.007 1.167 -2.629
H16 0.152 0.699 -3.928
C9 -1.694 3.664 3.023
C10 -2.481 3.781 1.725
C11 -3.726 2.981 2.078
O15 -3.150 1.878 2.824
C12 -1.825 2.184 3.342
H17 -2.068 4.350 3.783
H18 -0.645 3.924 2.851
H19 -1.976 3.255 0.914
H20 -2.720 4.809 1.454
H21 -4.173 2.623 1.151
H22 -4.420 3.532 2.710
H23 -1.060 1.618 2.813
H24 -1.880 1.987 4.410
C13 3.014 -4.685 -0.015
C14 1.545 -5.090 -0.041
C15 0.793 -3.990 -0.794
O16 1.658 -2.850 -0.609
C16 2.999 -3.300 -0.705
H25 3.579 -5.409 -0.595
H26 3.330 -4.589 1.022
H27 1.161 -5.271 0.964
H28 1.419 -6.079 -0.489
H29 -0.198 -3.817 -0.384
H30 0.639 -4.158 -1.859
H31 3.684 -2.601 -0.234
H32 3.251 -3.441 -1.762

Force components x, y, z for each atom (eV/Å):
0.7062 1.7666 -0.7729
-0.6362 -0.5364 -0.2532
-0.5020 -0.7284 -1.3720
-0.0568 -0.2298 -0.7868
0.6848 -1.0307 1.4166
0.3680 -0.0515 0.5787
-0.0212 2.1037 0.2338
0.5637 -0.8232 -0.6187
-1.5403 -0.3083 0.1028
1.0375 0.3386 0.9763
0.5669 -0.3388 1.2406
-0.4475 0.9854 -1.2714
0.3587 -0.3512 0.2098
-0.4620 1.6943 -1.4243
-0.9777 -2.5726 2.2598
1.4105 0.2563 0.5371
0.2989 -0.0850 -0.4940
-0.8309 0.9207 0.3757
0.9387 -0.7118 1.1009
-0.9578 -0.2193 -1.2860
0.6406 0.2298 1.9948
-0.7820 -0.9359 -1.3855
-1.1337 1.0952 -0.4302
-0.5601 -0.2561 0.3163
-0.0244 0.3919 -0.0472
-0.0016 -0.0643 -0.0042
0.5959 0.2827 0.1243
0.3212 -0.1543 -0.4958
-0.3586 -0.0815 -0.0832
0.8074 0.0092 -0.2873
-0.0407 0.2104 -0.3462
-0.3482 -0.7190 -0.0970
-0.3536 0.7021 0.6026
0.9706 0.1046 0.5243
0.1793 -0.6061 0.1739
0.3454 -0.4536 1.0545
-0.1431 0.1245 -0.1363
0.2456 0.2624 -0.2774
-0.1523 -0.0242 -0.3265
0.1420 -0.0605 -0.1630
-0.1838 -0.1764 -0.1770
-0.0902 0.0084 -0.1418
-0.0837 -0.2770 -0.3091
-0.2239 0.3860 -0.3432
1.1869 0.3389 -0.5006
-0.5837 0.2365 0.4726
1.1406 0.1333 -0.5804
-0.8213 -1.3084 -0.2212
-0.9506 1.0109 -0.0223
-0.2080 -0.2458 0.1159
-0.0240 0.0062 0.1588
0.0774 0.1580 -0.0653
0.1295 -0.0310 -0.1254
-0.4007 -0.3426 0.3402
-0.1198 -0.0853 -0.0009
-0.1781 -0.3486 0.1174
0.3677 -0.2605 -0.0272
-0.4414 0.6142 -0.2235
-0.6248 -1.0112 -0.0123
-0.1397 -0.6875 0.1833
-0.3183 1.4149 0.2246
0.5236 -1.2321 -0.2059
0.4614 0.1491 0.3107
0.4204 -0.1936 -0.1374
-0.0819 0.5747 0.0496
-0.0331 0.2142 -0.4080
0.1698 0.5429 0.1327
0.3331 -0.1734 -0.0118
-0.2341 0.2095 -0.0733
0.0794 0.2401 0.0169

=====

Here is a 4-piece molecular cluster, C16H32O10S overall at a distorted geometry from the Open Molecules 2025 dataset. Energies are from ωB97M-V/def2-TZVPD.

## Properties
* frontier orbital gap: 7.214 eV
* total charge: 0
* 2S+1: 1
* SMILES string: O=C1OC(=O)C(S)=C1O.COCCOC.COCCOC.COCCOC
* LUMO level: -1.74 eV
* HOMO energy: -8.95 eV
* max |F|: 10.09 eV/A

Positions of all 59 atoms, in Å:
O1 -2.427 1.692 -4.032
C1 -2.596 2.692 -4.900
O2 -1.651 3.543 -5.640
C2 -2.164 4.929 -5.387
O3 -1.474 6.031 -5.043
C3 -3.781 4.690 -5.591
S1 -5.126 5.908 -6.072
C4 -4.080 3.261 -5.303
O4 -5.337 2.497 -5.322
H1 -5.773 6.227 -4.837
H2 -5.278 1.822 -6.080
C5 1.486 -1.248 -1.907
O5 0.438 -1.892 -1.191
C6 0.420 -1.524 0.191
C7 -0.687 -0.507 0.481
O6 -0.411 0.752 -0.142
C8 -1.181 0.950 -1.322
H3 1.329 -1.420 -2.975
H4 1.496 -0.168 -1.728
H5 2.450 -1.681 -1.621
H6 1.398 -1.142 0.508
H7 0.216 -2.437 0.760
H8 -0.725 -0.326 1.560
H9 -1.666 -0.892 0.169
H10 -2.224 1.142 -1.055
H11 -1.123 0.089 -1.992
H12 -0.787 1.826 -1.846
C9 1.459 2.673 1.245
O7 2.136 3.901 0.998
C10 3.348 4.013 1.750
C11 4.573 3.742 0.872
O8 4.623 2.372 0.460
C12 4.200 2.201 -0.888
H13 0.657 2.570 0.510
H14 2.130 1.814 1.149
H15 1.017 2.689 2.246
H16 3.332 3.346 2.621
H17 3.399 5.043 2.118
H18 5.476 3.930 1.462
H19 4.591 4.414 0.005
H20 4.964 2.588 -1.568
H21 3.247 2.698 -1.080
H22 4.077 1.130 -1.075
C13 -2.082 -4.199 2.531
O9 -1.077 -3.796 3.455
C14 -1.284 -4.354 4.757
C15 -0.338 -5.531 5.012
O10 -0.659 -6.646 4.174
C16 0.238 -6.769 3.075
H23 -1.765 -3.898 1.528
H24 -2.229 -5.283 2.538
H25 -3.024 -3.694 2.766
H26 -2.330 -4.653 4.894
H27 -1.063 -3.563 5.481
H28 -0.464 -5.865 6.047
H29 0.709 -5.231 4.881
H30 1.210 -7.125 3.429
H31 0.360 -5.822 2.545
H32 -0.172 -7.507 2.380

Force components x, y, z for each atom (eV/Å):
-0.1465 6.8177 -6.2701
-1.5926 -4.2564 3.2441
-1.0141 0.7776 3.2953
1.1049 4.2937 1.3471
-4.7524 -8.4325 -2.8374
-1.2499 -3.3507 1.4786
0.9455 -0.6467 1.5709
1.6606 2.8400 -1.0323
3.6483 1.3400 -1.1123
1.1938 -0.7457 -1.3196
0.1865 1.3655 1.6145
-0.1634 -0.1411 -0.0504
0.2664 0.4032 0.1686
-0.5834 -0.1497 -0.2491
0.6014 0.2306 0.0734
-0.3596 -0.6268 -0.2195
0.1583 0.1992 0.0529
-0.0551 -0.0628 0.1666
0.0054 -0.0575 0.0424
0.0755 0.0981 -0.0150
-0.1279 0.0692 -0.0572
0.0136 0.0668 0.0477
0.0025 -0.0701 -0.0054
0.1618 -0.0027 -0.0558
-0.0718 -0.0397 -0.1086
-0.0220 0.0179 0.0267
-0.0210 -0.1295 0.1598
-0.2100 0.2552 -0.2799
0.4589 -0.3020 0.3429
-0.1069 0.3136 -0.6305
-0.1287 -0.4450 0.4403
-0.2309 0.3798 -0.2556
0.0871 -0.1769 0.1834
0.2723 0.1145 0.2315
-0.0209 0.0496 0.0196
0.0055 -0.1198 0.0616
0.0513 -0.0246 -0.1566
0.0622 -0.0277 0.0075
-0.0252 0.0295 -0.0017
-0.1222 -0.0867 0.0989
-0.0482 0.0385 -0.1118
0.0052 0.0388 0.0130
0.0798 0.1266 0.1222
0.1517 0.1164 -0.0078
-0.3029 -0.3712 0.0786
0.6141 0.1029 -0.1576
-0.6057 -0.1761 -0.0776
0.3076 0.4195 -0.1051
-0.1964 -0.1838 0.0612
0.0343 0.0338 0.1590
-0.0057 0.0746 0.0472
-0.0731 -0.0889 -0.0472
0.1388 -0.0755 -0.0632
-0.0087 -0.0572 0.0051
0.0053 0.0510 -0.0115
-0.1610 0.0375 -0.0686
0.0879 0.0449 -0.0804
0.0231 0.0247 0.0331
-0.0033 0.0760 0.1942

=====

Here is C16H32O2P2Pb as an isolated structure at a distorted geometry from the Open Molecules 2025 dataset. Energies are from ωB97M-V/def2-TZVPD.

## Properties
* frontier orbital gap: 7.114 eV
* total charge: 0
* 2S+1: 1
* LUMO level: 0.15 eV
* HOMO energy: -6.97 eV
* max |F|: 2.98 eV/A

Positions of all 53 atoms, in Å:
P1 0.262 1.151 -1.252
P2 -0.765 -2.081 -1.205
C1 1.225 -0.341 -1.992
C2 0.309 -1.398 -2.588
H1 1.781 -0.750 -1.124
H2 1.966 0.008 -2.721
H3 -0.344 -0.972 -3.369
H4 0.863 -2.240 -3.020
C3 0.491 -3.209 -0.417
H5 -0.022 -3.733 0.400
H6 1.340 -2.657 0.006
H7 0.875 -3.955 -1.125
C4 -1.821 -3.260 -2.126
H8 -1.675 -4.215 -1.601
H9 -1.504 -3.348 -3.173
H10 -2.884 -2.968 -2.084
C5 1.867 2.084 -1.257
H11 1.666 3.107 -0.920
H12 2.217 2.096 -2.301
H13 2.601 1.594 -0.599
C6 -0.466 2.444 -2.446
H14 -1.130 2.039 -3.208
H15 0.352 2.973 -2.958
H16 -1.012 3.154 -1.797
Pb1 -2.335 0.035 -1.460
C7 0.956 -0.974 2.170
C8 2.297 -1.022 2.184
C9 3.127 -0.189 3.113
C10 2.718 1.281 3.263
C11 2.248 1.985 2.019
C12 0.954 2.150 1.669
C13 -0.208 1.281 2.062
C14 0.081 0.014 2.876
C15 -3.631 1.902 -1.089
H17 0.376 -1.724 1.618
H18 2.839 -1.791 1.626
H19 4.166 -0.257 2.767
H20 3.088 -0.604 4.133
H21 2.008 1.400 4.107
H22 3.632 1.800 3.586
H23 3.035 2.498 1.441
H24 0.670 3.008 1.038
H25 -0.702 1.055 1.090
H26 -0.953 1.871 2.632
H27 0.495 0.238 3.862
H28 -0.906 -0.450 2.997
H29 -4.599 1.614 -1.534
H30 -3.173 2.770 -1.592
H31 -3.783 2.057 -0.014
O1 -3.838 -1.019 0.478
C16 -4.649 -1.374 -0.410
O2 -4.485 -1.295 -1.673
H32 -5.617 -1.782 -0.084

Force components x, y, z for each atom (eV/Å):
1.9290 0.5304 -0.9771
1.7123 -1.0849 0.1731
-0.8362 0.3649 -0.4738
-0.3446 -0.3265 0.4710
-0.3055 0.3545 -0.2693
-0.1644 -0.0092 0.1157
0.2906 -0.2098 0.2239
-0.0484 0.0983 0.0252
-0.0629 -0.3669 -0.1895
0.1925 0.0715 -0.1136
-0.3285 -0.0794 -0.1627
-0.0736 0.0920 0.1047
-0.1722 -0.2378 0.2036
-0.2647 0.0974 -0.3650
-0.0642 -0.0909 0.2839
0.4463 -0.1274 -0.0521
0.1435 0.2330 0.6211
0.3712 -0.1703 -0.0436
-0.0266 0.0697 0.4453
-0.2582 0.3097 -0.3157
0.5075 -0.4275 -0.2772
-0.1596 0.0942 0.0847
-0.3724 -0.1446 0.1239
0.2350 -0.3638 -0.3355
-2.7613 0.8159 -0.7629
0.3079 -0.5717 -0.6201
-1.0329 -0.3622 0.4988
0.3713 -0.0425 -0.0209
0.4667 0.0536 0.2853
-0.8144 0.7300 -0.1346
0.7228 0.1573 0.3989
-0.4126 0.8445 0.4248
-0.3354 -0.1787 -0.0690
0.0205 -0.2161 0.5544
0.4741 0.3769 -0.0615
-0.3085 0.1292 0.0845
-0.1002 0.1161 0.2089
0.1909 -0.2307 -0.3122
0.3414 0.0137 -0.7222
-0.2906 0.0433 0.0242
-0.5210 0.1317 0.4848
0.3282 -0.7373 -0.1941
0.1889 -0.2000 0.9025
0.2402 -0.1079 -0.2280
-0.3529 0.0750 -0.1195
0.2507 -0.0222 0.2933
0.4062 0.2029 0.0352
-0.3751 -0.3361 0.2888
0.0345 0.2620 -0.2840
0.3147 0.1437 -1.0038
-0.1099 0.0724 -0.5299
0.4582 0.2579 1.1782
-0.0482 -0.0973 0.0991

=====

Here is C16H33AlCl12F3O as an isolated structure from the Open Molecules 2025 dataset. Energies are from ωB97M-V/def2-TZVPD.

## Properties
* frontier orbital gap: 6.375 eV
* total charge: -1
* 2S+1: 1
* LUMO level: 1.93 eV
* HOMO energy: -4.45 eV
* max |F|: 0.92 eV/A

Positions of all 66 atoms, in Å:
C1 -1.984 -2.984 2.140
C2 -1.384 -2.084 1.036
C3 -1.817 -2.469 -0.394
C4 -2.881 -1.515 -0.944
C5 -3.537 -2.106 -2.194
Al1 -2.291 0.421 -1.201
O1 -0.650 0.734 -0.443
C6 -2.117 0.982 -3.159
C7 -1.172 2.211 -3.121
C8 -3.630 1.672 -0.326
C9 -3.262 2.049 1.134
C10 -3.904 1.187 2.198
F1 -4.889 1.860 2.880
F2 -4.482 0.051 1.741
F3 -3.000 0.800 3.159
H1 -1.210 -3.610 2.577
H2 -2.784 -3.609 1.749
H3 -2.382 -2.367 2.944
H4 -1.635 -1.049 1.247
H5 -0.296 -2.132 1.100
H6 -2.205 -3.496 -0.359
H7 -0.929 -2.484 -1.031
H8 -3.655 -1.491 -0.166
H9 -4.391 -1.516 -2.528
H10 -2.826 -2.232 -3.011
H11 -3.930 -3.109 -1.972
H12 -0.045 0.219 -0.974
H13 -3.063 1.293 -3.602
H14 -1.668 0.172 -3.735
H15 -0.139 1.918 -3.272
H16 -1.204 2.655 -2.122
H17 -1.451 3.008 -3.812
H18 -4.645 1.282 -0.384
H19 -3.601 2.598 -0.905
H20 -3.593 3.067 1.335
H21 -2.182 2.017 1.258
C11 1.243 1.902 1.201
Cl1 1.710 3.559 1.655
Cl2 2.663 0.830 1.165
H22 0.551 1.510 1.934
H23 0.776 1.907 0.219
C12 3.562 2.856 -1.955
Cl3 1.977 3.410 -2.494
Cl4 4.546 2.165 -3.261
H24 4.098 3.693 -1.527
H25 3.373 2.086 -1.218
C13 1.118 -1.072 4.182
Cl5 1.207 -2.783 3.743
Cl6 -0.350 -0.308 3.562
H26 1.122 -0.992 5.260
H27 1.977 -0.563 3.759
C14 2.445 -1.761 8.393
Cl7 3.166 -0.866 7.049
Cl8 1.187 -2.871 7.843
H28 3.224 -2.332 8.882
H29 2.004 -1.050 9.081
C15 7.357 0.647 -6.087
Cl9 6.827 -0.448 -4.806
Cl10 6.058 1.708 -6.639
H30 8.162 1.261 -5.702
H31 7.697 0.054 -6.927
C16 2.362 -0.878 -2.780
Cl11 1.145 -1.899 -2.005
Cl12 1.775 -0.151 -4.277
H32 2.614 -0.082 -2.087
H33 3.239 -1.472 -3.007

Force components x, y, z for each atom (eV/Å):
0.2219 0.4596 -0.1503
0.0179 -0.5009 -0.0213
-0.0141 0.3662 0.3714
0.1446 -0.0228 0.0121
-0.0699 -0.3250 0.4173
-0.2631 -0.1511 -0.3176
-0.8998 0.0016 -0.1733
0.4441 0.2001 0.7794
-0.5194 -0.1547 0.3619
0.6668 -0.1123 0.2675
-0.4696 0.0607 -0.5918
0.0028 -0.1652 0.3524
0.3556 -0.3587 -0.2856
0.3084 0.4750 0.3136
-0.5356 0.1246 -0.3806
-0.1176 -0.2379 0.0023
-0.1155 -0.0787 0.0047
-0.1276 -0.0859 0.1245
-0.0810 0.0986 -0.2208
0.0869 0.0698 0.0842
0.0561 -0.1478 -0.1502
-0.2511 -0.1058 -0.1015
-0.1149 0.1131 0.0284
0.0509 0.1699 -0.2165
0.0214 0.1742 -0.1798
-0.0284 -0.0942 -0.0721
0.3860 -0.2899 -0.0947
-0.1839 -0.3033 -0.1260
-0.1457 0.0221 -0.3595
0.1352 0.0321 -0.1948
0.1349 0.2500 0.0059
0.1607 -0.0292 -0.2843
-0.1401 0.0300 -0.0101
-0.1012 0.0871 -0.0662
0.0774 0.0829 0.3044
0.1143 -0.0801 0.2065
0.0257 0.3018 -0.0606
0.0212 -0.0340 0.0354
0.0302 -0.1179 -0.0296
0.0571 0.0528 0.0082
0.0471 0.0050 0.1374
-0.1813 0.0182 0.1086
0.1031 0.0707 -0.0927
-0.0234 0.0307 0.0281
0.0269 -0.0177 0.0042
0.2080 -0.0440 0.0876
-0.0470 0.1758 -0.0653
0.1577 -0.0473 0.0730
0.1523 0.0383 0.2902
-0.0823 -0.0781 0.0022
-0.0052 -0.0388 -0.0811
-0.0202 -0.0212 0.0438
0.1263 0.0501 0.0839
-0.0096 -0.0033 0.0180
0.0202 -0.0372 -0.0528
-0.0412 0.0320 -0.0428
0.0325 0.0113 -0.0283
0.0245 -0.0184 0.0067
0.0107 0.0065 -0.0153
-0.0295 0.0237 0.0518
-0.0475 -0.0323 -0.0092
0.1137 0.1002 0.0740
0.2121 0.0709 -0.1342
-0.0255 -0.0368 -0.0492
-0.0293 0.0182 -0.0172
-0.0347 -0.0533 -0.0143